A 13-piece molecular cluster, C61H146B4F16N9O7 overall, computed with ωB97M-V with the def2-TZVPD basis set.

Cartesian coordinates (Å):
F  -0.09  -3.11  -5.09
F  1.23  -5.75  1.80
F  -2.30  4.14  2.20
F  -1.82  2.76  0.25
F  2.24  -4.11  3.30
F  5.71  0.27  -1.73
F  -0.74  -3.00  -2.77
F  0.41  -3.53  2.10
F  5.82  2.56  -1.52
F  1.14  -1.94  -3.61
F  6.36  1.62  -3.54
F  2.39  -3.93  0.96
F  -1.04  -1.19  -4.16
F  -0.62  4.65  0.77
F  4.11  1.61  -2.84
F  -0.46  2.79  2.09
O  -5.73  1.91  2.57
O  -3.75  -2.03  -2.82
O  7.27  0.09  0.50
O  2.63  1.24  -6.39
O  0.94  4.84  -1.71
O  0.94  -6.53  -0.74
O  0.31  0.02  1.71
N  3.57  -1.63  -6.45
N  9.99  -1.12  0.78
N  2.52  -0.65  -0.07
N  1.98  8.12  6.34
N  1.60  -7.05  -3.57
N  -5.97  -7.98  1.86
N  -4.22  -1.14  -3.41
N  3.22  5.34  -3.68
N  -5.56  2.79  3.31
C  -6.97  -8.59  0.86
C  -6.68  -0.95  -3.92
C  4.70  4.98  -3.49
C  3.42  -1.58  -0.83
C  -6.64  4.18  1.57
C  2.39  0.35  -5.33
C  1.98  8.74  7.65
C  -6.28  4.15  3.07
C  1.32  -5.40  -1.55
C  -3.67  1.44  4.19
C  0.28  7.52  4.50
C  2.41  4.06  -3.79
C  -8.78  -8.32  2.53
C  0.02  -0.25  0.33
C  3.08  -6.83  -3.23
C  -4.97  -7.12  1.00
C  -4.69  2.49  4.52
C  -4.91  -1.27  -5.84
C  -3.09  0.16  -1.68
C  4.45  -2.78  -6.11
C  2.19  -2.07  -6.82
C  -7.54  4.14  3.92
C  2.37  6.67  6.34
C  1.46  -7.00  -5.03
C  4.17  -0.94  -7.58
C  -5.63  1.96  5.67
C  -6.49  0.55  -3.65
C  8.69  -1.77  0.99
C  3.10  6.21  -4.86
C  0.51  8.27  5.76
C  1.75  8.88  10.19
C  -7.80  -7.62  3.55
C  3.51  -0.71  -5.24
C  -6.60  -7.07  2.82
C  -3.27  1.03  -4.05
C  0.65  6.03  4.68
C  2.87  6.09  -2.37
C  -3.99  3.80  4.92
C  2.15  5.90  4.99
C  2.86  8.91  5.44
C  1.10  -1.19  -0.24
C  -8.00  -9.31  1.66
C  1.37  6.13  -2.07
C  -4.83  5.11  4.84
C  -3.00  -5.52  0.92
C  2.50  0.80  -0.54
C  1.45  8.04  8.88
C  -5.42  -1.62  -4.45
C  11.12  -2.22  0.88
C  10.16  -0.47  -0.52
C  -5.26  5.27  3.42
C  1.12  -8.34  -2.92
C  10.19  0.01  1.80
C  7.54  -1.26  0.21
C  -4.02  0.24  -2.91
C  -3.71  -6.54  1.82
C  0.87  -5.80  -2.99
C  3.05  -0.62  1.32
C  -5.53  -3.16  -4.37
C  -5.39  0.81  -2.59
C  -5.17  -9.07  2.54
B  -0.24  -2.34  -3.89
B  5.53  1.52  -2.39
B  1.57  -4.36  2.08
B  -1.35  3.64  1.32
H  -0.20  -6.05  -3.05
H  1.35  4.19  -3.70
H  -6.38  1.34  5.15
H  -7.07  5.13  1.29
H  2.01  7.11  8.93
H  6.66  -1.82  0.47
H  0.37  7.85  8.86
H  8.77  -2.83  0.84
H  0.01  -8.35  -3.00
H  2.55  4.90  5.11
H  -7.52  -8.30  4.32
H  2.14  -2.92  -7.50
H  0.91  7.92  3.70
H  11.02  -2.74  -0.06
H  9.90  -1.16  -1.35
H  1.55  -9.19  -3.47
H  -5.62  -6.32  0.68
H  2.72  9.34  10.23
H  2.68  6.33  4.15
H  -2.99  1.95  -3.57
H  -0.14  7.96  6.60
H  -2.97  -7.34  2.02
H  3.37  -5.77  -3.48
H  -6.97  -6.25  2.19
H  3.67  -7.52  -3.79
H  3.45  1.30  -0.63
H  3.64  7.10  -4.71
H  2.75  3.40  -2.97
H  -6.26  -3.38  -5.15
H  3.45  5.54  -1.57
H  3.09  8.85  7.78
H  -5.65  0.40  -1.58
H  2.04  6.36  -5.05
H  1.63  -1.21  -7.18
H  -3.92  -1.74  -6.02
H  -7.39  0.99  -3.27
H  5.45  -2.39  -5.95
H  0.93  -1.35  -1.32
H  -9.62  -8.82  3.03
H  4.92  4.25  -4.26
H  -5.00  1.34  6.32
H  2.39  -5.16  -1.52
H  1.67  8.28  11.08
H  -2.01  -5.21  1.24
H  -4.43  5.08  2.71
H  4.50  -0.25  -5.27
H  0.85  6.59  -2.91
H  11.22  -0.22  -0.64
H  2.67  3.57  -4.68
H  -0.74  7.66  4.19
H  -7.52  -10.05  2.33
H  7.77  -1.35  -0.81
H  -3.91  1.42  -4.89
H  3.40  6.74  6.68
H  3.64  0.01  -7.71
H  3.42  -2.49  -0.28
H  5.17  -0.61  -7.35
H  1.63  9.76  7.49
H  1.54  -8.36  -1.93
H  4.06  -1.50  -8.50
H  -0.15  0.83  1.95
H  4.46  -1.09  -0.95
H  3.13  -7.02  -2.17
H  2.07  0.89  -1.52
H  9.58  0.45  -0.51
H  -5.83  6.19  3.16
H  -4.64  -7.70  0.15
H  4.49  -3.48  -6.97
H  -0.95  -0.73  0.20
H  0.88  -5.05  -3.77
H  -5.81  -3.54  -3.40
H  -3.02  1.36  5.08
H  0.34  5.50  3.75
H  -3.28  1.07  -1.09
H  1.44  -0.12  -5.20
H  0.33  9.34  5.70
H  3.01  -1.70  -1.86
H  1.86  1.47  0.06
H  12.07  -1.67  0.89
H  11.18  0.46  1.87
H  -7.36  3.41  1.36
H  -5.87  -6.72  3.53
H  -3.08  3.87  4.35
H  10.92  -2.83  1.73
H  4.11  -3.32  -5.28
H  9.42  0.74  1.58
H  1.08  -6.19  0.17
H  3.30  -1.30  -4.35
H  3.88  8.78  5.65
H  1.06  -2.18  0.24
H  2.68  8.58  4.40
H  -5.66  5.15  5.58
H  -3.13  -0.75  -1.07
H  1.89  1.84  -6.38
H  0.43  -7.20  -5.28
H  2.54  9.92  5.43
H  -4.03  0.42  4.14
H  -5.68  -1.48  -6.59
H  1.93  -6.10  -5.43
H  5.24  5.94  -3.57
H  0.47  4.87  -0.87
H  -3.67  3.63  5.95
H  -5.72  -9.93  2.97
H  3.28  7.04  -2.46
H  4.89  4.46  -2.55
H  -6.05  2.75  6.20
H  -4.43  -9.40  1.79
H  -8.69  -9.84  1.06
H  8.52  -1.61  2.03
H  -4.71  -3.80  -4.68
H  -3.59  -4.60  0.76
H  -2.05  0.20  -1.98
H  -5.33  1.86  -2.39
H  2.51  0.87  -4.41
H  -9.17  -7.57  1.83
H  -6.85  -1.54  -3.01
H  10.03  -0.45  2.79
H  2.70  0.26  1.90
H  0.80  -4.42  -1.37
H  -3.05  1.69  3.36
H  1.99  -7.84  -5.52
H  -6.25  1.13  -4.52
H  2.73  -1.44  1.96
H  -4.07  -6.07  2.76
H  -8.19  3.32  3.75
H  -4.67  -0.19  -5.94
H  -7.46  -7.67  0.51
H  6.76  0.52  -0.21
H  3.50  5.72  -5.73
H  1.79  -2.32  -5.88
H  -5.76  3.98  0.90
H  -8.33  -6.75  4.04
H  0.95  9.63  10.23
H  -2.87  -6.01  -0.05
H  -6.51  -9.18  0.09
H  -0.07  0.70  -0.10
H  1.16  6.77  -1.22
H  -7.41  4.19  5.00
H  -2.32  0.56  -4.42
H  -4.16  5.92  5.05
H  -8.05  5.05  3.64
H  -7.46  -1.08  -4.64
H  0.05  5.52  5.42
H  4.11  -0.63  1.20
H  -4.63  -8.62  3.39
H  1.75  6.19  7.15

Calculated values
**Strongest force on any atom**: 3.842 eV Å⁻¹
**Total charge**: +5
**ΔE to the lowest compared entry with this formula, charge and spin**: 0.0 kcal per mole

---

C61H42Cl5CrFGeNP3SSe as an isolated structure, computed with ωB97M-V with the def2-TZVPD basis set.

Cartesian coordinates (Å):
Se  3.50  -2.67  4.77
Ge  -1.78  -1.65  -0.69
Cr  -0.29  -0.15  0.68
Cl  1.43  1.81  7.55
Cl  -0.36  -2.66  5.27
Cl  0.19  -1.03  7.77
Cl  1.55  3.21  4.73
Cl  0.41  1.72  2.29
S  -2.17  -0.26  1.99
P  0.85  -2.18  1.19
P  -1.93  1.54  0.56
P  0.74  0.38  -1.38
F  -2.94  -2.94  -1.65
N  1.54  -2.80  2.66
C  -1.50  3.11  -0.51
C  -2.26  3.67  -1.53
C  3.53  -0.13  -1.98
C  2.36  -2.69  3.51
C  -3.33  0.97  -0.42
C  0.91  0.98  6.13
C  -0.75  -3.15  1.64
C  0.09  1.59  -2.64
C  0.20  4.79  -0.96
C  0.97  1.59  4.88
C  2.75  -1.47  1.01
C  -1.72  1.99  -4.18
C  -4.33  -0.58  -1.94
C  -2.06  -4.75  2.91
C  0.11  -3.11  -4.28
C  -3.06  -3.62  1.06
C  0.15  -1.03  5.04
C  -0.25  3.68  -0.27
C  0.46  -0.97  -2.57
C  1.17  -1.02  -3.77
C  2.49  -4.28  -1.92
C  -4.45  1.80  -0.55
C  0.57  0.85  3.78
C  -0.65  -3.01  -3.13
C  -3.97  4.16  3.79
C  3.91  -2.24  0.93
C  -0.87  -4.10  2.65
C  -2.76  4.57  3.26
C  0.99  -2.09  -4.62
C  -3.91  2.21  2.41
C  -0.60  5.36  -1.94
C  -3.17  -4.50  2.12
C  4.26  2.38  -1.07
C  4.86  0.25  -1.97
C  1.85  -5.90  -0.29
C  -1.82  4.78  -2.23
C  4.17  0.46  1.44
C  5.30  -0.32  1.35
C  2.94  2.00  -1.05
C  0.83  2.57  -3.28
C  -0.51  -1.92  -2.28
C  1.96  -3.29  -1.12
C  5.23  1.51  -1.53
C  0.29  3.26  -4.35
C  -5.42  0.26  -2.11
C  -1.86  -2.98  0.82
C  2.93  -0.12  1.26
C  2.54  0.75  -1.54
C  2.45  -5.60  -1.50
C  -3.29  -0.26  -1.08
C  -1.19  1.30  -3.11
C  -2.70  2.61  1.85
C  0.24  -0.50  3.75
C  -2.13  3.80  2.29
C  -0.98  2.98  -4.80
C  1.35  -3.57  0.09
C  -5.50  1.44  -1.38
C  5.16  -1.67  1.07
C  1.28  -4.91  0.49
C  0.43  -0.32  6.20
C  -4.55  2.98  3.36
H  -3.89  -3.43  0.39
H  -1.19  4.15  1.88
H  2.05  0.51  1.31
H  1.55  -2.14  -5.55
H  -1.77  0.51  -2.65
H  2.18  2.67  -0.65
H  1.82  -6.93  0.06
H  -0.02  -4.32  3.28
H  0.88  4.03  -4.84
H  0.81  -5.17  1.42
H  -5.50  2.66  3.76
H  -2.29  5.48  3.61
H  -3.21  3.24  -1.81
H  2.93  -4.03  -2.88
H  -1.40  3.52  -5.64
H  -0.26  6.23  -2.49
H  -1.37  -3.77  -2.89
H  -4.12  -4.99  2.33
H  -4.35  1.26  2.12
H  2.04  -2.25  -1.40
H  0.40  3.25  0.48
H  2.92  -6.38  -2.09
H  0.00  -3.97  -4.92
H  3.84  -3.30  0.76
H  -6.21  -0.01  -2.79
H  3.28  -1.11  -2.34
H  6.27  1.80  -1.53
H  -6.35  2.09  -1.47
H  1.84  -0.22  -4.04
H  -2.12  -5.45  3.73
H  5.61  -0.45  -2.31
H  -4.47  4.77  4.54
H  -4.27  -1.51  -2.48
H  -4.49  2.73  0.00
H  4.55  3.36  -0.70
H  -2.45  5.19  -3.01
H  1.17  5.22  -0.74
H  1.84  2.80  -2.96
H  4.24  1.52  1.63
H  6.05  -2.29  0.98
H  -2.72  1.74  -4.52
H  6.28  0.11  1.51

Calculated values
**Strongest force on any atom**: 3.617 eV Å⁻¹
**2S+1**: 5
**⟨S²⟩**: 6.091
**Total charge**: -2
**ΔE to the lowest compared entry with this formula, charge and spin**: 87.2 kcal per mole

---

C61H45CoO2P2S4 as an isolated structure, computed with ωB97M-V with the def2-TZVPD basis set.

Cartesian coordinates (Å):
Co  13.40  13.09  10.69
S  16.56  15.04  11.10
S  13.42  12.56  12.84
S  12.31  16.43  12.02
S  12.05  16.43  8.40
P  11.41  12.06  10.25
P  15.00  11.35  10.25
O  12.54  13.19  13.86
O  13.92  14.80  10.39
C  14.19  6.85  11.25
C  13.76  18.40  11.18
C  17.92  16.93  10.20
C  9.91  13.07  10.23
C  13.80  16.33  8.62
C  9.78  10.04  11.11
C  16.03  12.46  6.52
C  15.21  13.45  14.62
C  15.13  12.71  13.48
C  9.68  13.86  11.42
C  11.54  7.09  14.33
C  17.68  11.46  10.85
C  13.36  7.51  10.33
C  11.25  9.66  6.87
C  16.30  10.22  8.05
C  12.14  11.81  6.26
C  14.40  16.26  7.42
C  11.89  10.52  5.89
C  10.97  10.10  8.15
C  17.45  12.44  13.43
C  19.01  13.28  15.08
C  12.25  8.37  13.98
C  13.83  10.07  13.93
C  13.12  10.76  13.01
C  13.66  17.03  11.09
C  9.01  13.17  9.18
C  16.42  11.71  11.36
C  18.10  15.84  10.96
C  13.44  16.32  6.35
C  19.77  12.40  13.97
C  18.76  12.14  12.90
C  15.52  12.50  7.81
C  9.39  8.83  11.73
C  14.76  9.49  10.57
C  18.90  11.60  11.67
C  12.16  16.42  6.69
C  11.87  10.31  12.40
C  7.73  13.81  9.32
C  16.70  10.23  6.76
C  16.27  12.25  12.78
C  7.52  14.49  10.52
C  11.48  9.10  12.97
C  13.45  8.78  14.44
C  16.64  11.35  5.97
C  14.26  16.05  10.03
C  8.53  14.54  11.56
C  15.59  8.76  11.43
C  16.59  17.09  9.61
C  11.82  18.11  12.44
C  15.74  16.17  10.10
C  10.31  8.36  12.62
C  13.69  8.83  9.97
C  10.96  10.74  11.35
C  11.38  11.37  8.52
C  16.43  13.62  15.28
C  12.03  12.17  7.62
C  12.66  19.01  11.88
C  17.60  13.18  14.63
C  15.36  7.44  11.72
C  15.71  11.38  8.63
C  10.24  7.12  13.51
H  18.69  17.69  9.98
H  12.95  9.41  9.44
H  12.08  10.16  4.92
H  17.86  11.13  9.86
H  12.19  6.14  14.11
H  20.66  12.92  13.66
H  14.29  13.80  15.07
H  11.27  16.53  6.10
H  19.87  11.47  11.17
H  8.45  15.15  12.44
H  15.97  13.35  5.83
H  9.25  12.77  8.20
H  16.30  17.95  9.04
H  15.97  6.98  12.52
H  16.47  14.19  16.19
H  9.08  10.44  10.31
H  13.71  16.26  5.25
H  13.99  8.21  15.19
H  14.54  19.04  10.74
H  19.32  14.28  15.04
H  10.44  13.91  12.20
H  6.95  13.65  8.60
H  14.05  5.82  11.57
H  6.49  14.90  10.73
H  12.54  20.08  12.09
H  8.36  8.49  11.50
H  12.47  13.10  7.94
H  19.18  12.86  16.03
H  15.21  13.47  8.21
H  10.99  18.31  13.12
H  16.41  9.24  11.87
H  12.50  12.59  5.54
H  12.54  7.03  9.87
H  11.30  6.98  15.35
H  14.79  10.46  14.28
H  15.45  16.20  7.38
H  18.99  15.50  11.45
H  11.03  8.61  6.64
H  10.25  6.20  12.92
H  17.13  9.32  6.37
H  16.39  9.28  8.60
H  17.06  11.44  4.96
H  9.28  7.14  14.11
H  20.11  11.36  14.23
H  10.61  9.43  8.82

Calculated values
**Strongest force on any atom**: 3.271 eV Å⁻¹
**2S+1**: 4
**⟨S²⟩**: 3.766
**Total charge**: +1
**DFT total energy**: -167620.33208 eV